The following is a quantum chemistry calculation of an isolated ion of composition C15H24BBrNO and charge -1 in a non-equilibrium geometry, from the OMol25 dataset.

Output
* E_HOMO: -3.17 eV
* spin multiplicity: 1
* electronic energy: -3314.78692 a.u.
* F_max: 0.04208 Eh/bohr
* net charge: -1

Last column: Mulliken charge in e.
Geometry (Å):
C -0.38754 -3.22917 0.80135  -0.838
C -0.87293 -2.34635 1.80937  0.086
C -0.14126 -1.55267 2.78366  -0.774
B -0.31308 0.13600 2.57562  0.609
Br 0.06490 0.96791 4.48215  -0.483
C 0.77797 0.78302 1.57795  -1.457
C 0.97191 0.10022 0.21316  0.803
C 2.20471 -0.78195 0.13614  -0.876
C 2.42757 -1.41043 -1.23902  -0.437
C 2.62592 -0.40281 -2.37704  -0.597
N 1.76807 -0.58852 -3.56384  -0.745
C -1.85855 0.53453 2.28458  -0.949
O -2.30248 0.25006 0.93707  -0.433
C -2.07133 1.12554 -0.05564  0.781
C -1.89932 2.51407 0.12605  -0.553
C -1.68428 3.34329 -0.99090  -0.512
C -1.65476 2.81618 -2.30284  -0.650
C -1.85636 1.43069 -2.47952  -0.450
C -2.05764 0.59275 -1.37127  -0.290
H -0.40951 -4.30143 0.94977  0.262
H -0.12929 -2.86335 -0.18208  0.125
H -1.96179 -2.21001 1.93140  0.173
H 0.90136 -1.84729 2.84915  0.266
H -0.63493 -1.69103 3.74578  0.447
H 1.75195 0.84251 2.06727  0.483
H 0.47538 1.81922 1.40864  0.228
H 1.09340 0.88728 -0.53538  0.426
H 0.08790 -0.46410 -0.08308  -0.426
H 3.08890 -0.19603 0.40593  0.430
H 2.13519 -1.59520 0.85830  0.216
H 1.58764 -2.07208 -1.45245  0.143
H 3.31993 -2.03451 -1.17291  0.405
H 2.44367 0.60829 -2.02204  0.290
H 3.66382 -0.43048 -2.70861  0.337
H 1.46708 -1.55286 -3.61227  0.274
H 0.92966 -0.03440 -3.44932  0.293
H -2.52077 -0.06189 2.91294  0.169
H -2.04729 1.56919 2.57248  0.305
H -1.91375 2.94431 1.11355  0.308
H -1.53269 4.40053 -0.82494  0.377
H -1.48150 3.46605 -3.14694  0.396
H -1.85048 1.00467 -3.47303  0.445
H -2.20541 -0.46975 -1.49916  0.393